The following is a DFT calculation (ωB97M-V/def2-TZVPD) of 9 unconnected molecules or ions with the total composition C34H91N5O14.

Computed properties:
Molecular weight in g mol⁻¹: 794.1
Relative energy (zero: lowest compared OMol25 entry of this formula, charge and spin) in kJ/mol: 18.9
Frontier orbital gap in eV: 9.1
Charge: 0
E_tot in eV: -72840.7647
Structure (SMILES): COCCNCCOC.COCCNCCOC.COCCNCCOC.COCCNCCOC.COCCNCCOC.CO.CO.CO.CO

Geometry (Å):
1 C 1.44 -3.38 -0.18
2 O 0.54 -3.90 -1.13
3 H 0.92 -2.71 0.50
4 H 1.85 -4.15 0.49
5 H 2.30 -2.90 -0.64
6 H 0.97 -4.53 -1.71
7 C -0.19 0.50 -3.94
8 O 0.07 0.39 -5.35
9 H -0.29 1.54 -3.63
10 H -1.05 -0.12 -3.75
11 H 0.70 0.11 -3.43
12 H 0.42 1.21 -5.68
13 C -1.88 -3.97 1.46
14 O -2.06 -3.84 0.06
15 H -2.71 -3.44 1.92
16 H -1.92 -5.01 1.80
17 H -0.91 -3.55 1.74
18 H -1.20 -3.97 -0.38
19 C -0.88 -0.65 -0.62
20 O -1.83 0.35 -0.96
21 H -0.57 -1.11 -1.56
22 H 0.02 -0.26 -0.11
23 H -1.26 -1.40 0.08
24 H -2.27 0.53 -0.09
25 C -0.74 -2.14 4.41
26 O -1.96 -1.84 3.75
27 C -1.89 -0.60 3.08
28 C -3.16 -0.40 2.29
29 N -3.13 0.91 1.65
30 C -4.39 1.16 0.95
31 C -4.50 2.56 0.37
32 O -4.60 3.52 1.40
33 C -4.64 4.84 0.85
34 H -0.54 -1.42 5.21
35 H 0.04 -2.07 3.65
36 H -0.75 -3.18 4.72
37 H -1.01 -0.50 2.43
38 H -1.85 0.19 3.84
39 H -4.07 -0.57 2.86
40 H -3.18 -1.15 1.49
41 H -2.97 1.64 2.35
42 H -5.24 1.06 1.65
43 H -4.49 0.46 0.12
44 H -5.42 2.64 -0.23
45 H -3.62 2.69 -0.27
46 H -5.41 4.83 0.08
47 H -3.65 5.12 0.49
48 H -4.89 5.54 1.65
49 C -0.57 4.43 0.02
50 O -1.09 4.44 1.35
51 C -0.61 3.41 2.21
52 C -1.21 3.70 3.59
53 N -2.47 3.01 3.79
54 C -2.95 3.15 5.16
55 C -4.47 3.16 5.17
56 O -4.85 4.46 4.80
57 C -6.19 4.64 4.39
58 H -1.00 5.34 -0.42
59 H -0.92 3.61 -0.61
60 H 0.52 4.47 0.11
61 H 0.49 3.49 2.22
62 H -0.92 2.44 1.81
63 H -1.29 4.79 3.73
64 H -0.43 3.45 4.31
65 H -3.15 3.44 3.16
66 H -2.54 4.06 5.60
67 H -2.65 2.33 5.83
68 H -4.89 2.91 6.16
69 H -4.85 2.38 4.50
70 H -6.31 5.62 3.95
71 H -6.85 4.53 5.26
72 H -6.42 3.90 3.61
73 C -2.38 -2.86 -3.24
74 O -2.58 -3.46 -4.50
75 C -2.75 -2.48 -5.51
76 C -3.13 -3.21 -6.79
77 N -2.18 -4.29 -7.17
78 C -0.90 -3.75 -7.65
79 C -0.02 -4.84 -8.21
80 O 0.65 -5.54 -7.16
81 C 1.52 -6.50 -7.73
82 H -3.20 -2.18 -2.99
83 H -1.43 -2.31 -3.23
84 H -2.30 -3.65 -2.50
85 H -1.80 -1.95 -5.65
86 H -3.57 -1.79 -5.28
87 H -3.25 -2.54 -7.64
88 H -4.11 -3.67 -6.71
89 H -2.02 -4.69 -6.25
90 H -0.33 -3.31 -6.82
91 H -1.10 -2.99 -8.40
92 H 0.69 -4.43 -8.94
93 H -0.65 -5.59 -8.71
94 H 2.42 -6.02 -8.12
95 H 1.02 -7.15 -8.45
96 H 1.83 -7.15 -6.90
97 C 1.79 0.97 2.78
98 O 1.79 -0.32 3.38
99 C 2.67 -0.38 4.49
100 C 2.58 -1.78 5.09
101 N 3.83 -2.11 5.79
102 C 3.63 -3.15 6.79
103 C 3.30 -4.50 6.18
104 O 1.89 -4.61 6.07
105 C 1.44 -5.51 5.08
106 H 2.80 1.31 2.55
107 H 1.29 1.70 3.41
108 H 1.22 0.89 1.85
109 H 2.42 0.36 5.26
110 H 3.69 -0.17 4.16
111 H 2.44 -2.49 4.27
112 H 1.69 -1.87 5.71
113 H 4.21 -1.26 6.19
114 H 2.82 -2.88 7.48
115 H 4.55 -3.27 7.37
116 H 3.68 -5.31 6.81
117 H 3.77 -4.55 5.19
118 H 1.87 -6.50 5.27
119 H 1.59 -5.16 4.05
120 H 0.36 -5.59 5.23
121 C 9.13 3.34 -3.29
122 O 7.84 3.50 -3.81
123 C 7.12 4.58 -3.28
124 C 5.71 4.56 -3.87
125 N 4.89 3.50 -3.32
126 C 3.47 3.68 -3.67
127 C 2.62 2.69 -2.94
128 O 2.38 3.05 -1.60
129 C 1.77 2.03 -0.82
130 H 9.64 4.30 -3.21
131 H 9.72 2.68 -3.93
132 H 9.11 2.84 -2.32
133 H 7.60 5.54 -3.48
134 H 6.97 4.41 -2.20
135 H 5.85 4.48 -4.95
136 H 5.30 5.57 -3.71
137 H 4.87 3.58 -2.31
138 H 3.35 3.49 -4.74
139 H 3.13 4.71 -3.52
140 H 2.96 1.66 -3.08
141 H 1.63 2.69 -3.44
142 H 1.50 2.51 0.12
143 H 2.37 1.16 -0.53
144 H 0.86 1.80 -1.38



The following is a DFT calculation (ωB97M-V/def2-TZVPD) of C5H8O in the gas phase.

Computed properties:
Molecular weight in g mol⁻¹: 84.1
Relative energy (zero: lowest compared OMol25 entry of this formula, charge and spin) in kJ/mol: 245.4
Frontier orbital gap in eV: 10.5
Charge: 0
E_tot in eV: -7359.7121
Structure (SMILES): O[C@H]1C[C@H]2C[C@H]21

Geometry (Å):
1 O -1.42 1.80 0.11
2 C -0.76 0.61 0.44
3 C -1.04 -0.61 -0.42
4 C 0.35 -1.10 -0.01
5 C 1.46 -0.37 -0.64
6 C 0.74 0.37 0.44
7 H -0.85 2.55 0.31
8 H -0.96 0.32 1.48
9 H -1.17 -0.37 -1.48
10 H -1.90 -1.22 -0.10
11 H 0.45 -2.04 0.54
12 H 1.52 -0.09 -1.69
13 H 2.41 -0.71 -0.22
14 H 1.31 0.84 1.25



The following is a DFT calculation (ωB97M-V/def2-TZVPD) of a molecular structure, C18H24NO4PPtS.

Computed properties:
Molecular weight in g mol⁻¹: 576.5
Relative energy (zero: lowest compared OMol25 entry of this formula, charge and spin) in kJ/mol: 3.5
Frontier orbital gap (spin up / spin down) in eV: 5.2 / 5.2
Charge: +2
E_tot in eV: -52090.6506

Geometry (Å):
1 Pt 0.41 -0.01 -1.16
2 O -0.70 -1.19 -2.29
3 N -2.02 -0.86 -2.17
4 C -2.90 -1.85 -2.37
5 C -4.25 -1.57 -2.33
6 C -4.67 -0.28 -2.07
7 C -3.74 0.72 -1.84
8 C -2.39 0.40 -1.89
9 S -1.10 1.55 -1.65
10 H -2.47 -2.82 -2.57
11 H -4.95 -2.38 -2.49
12 H -5.73 -0.05 -2.03
13 H -4.04 1.74 -1.62
14 C -0.17 1.16 6.83
15 C -0.02 0.97 5.35
16 C 0.39 -0.25 4.82
17 C 0.50 -0.45 3.46
18 C 0.96 -1.78 2.90
19 C 0.20 0.63 2.62
20 C -0.15 1.90 3.12
21 C -0.39 3.07 2.19
22 C -0.26 2.04 4.48
23 C 0.27 0.45 1.19
24 O 1.18 0.94 0.43
25 O -0.61 -0.26 0.52
26 H -0.15 0.21 7.37
27 H -1.10 1.67 7.06
28 H 0.64 1.78 7.22
29 H 0.61 -1.07 5.50
30 H 1.31 -2.44 3.69
31 H 1.78 -1.65 2.19
32 H 0.14 -2.29 2.38
33 H -0.97 2.79 1.31
34 H 0.56 3.48 1.84
35 H -0.93 3.87 2.70
36 H -0.54 3.00 4.90
37 C 1.52 0.35 -4.81
38 P 2.42 -0.68 -3.68
39 C 4.15 -0.47 -3.91
40 C 1.97 -2.37 -3.97
41 O 2.10 -0.26 -2.19
42 H 1.83 0.14 -5.83
43 H 1.72 1.40 -4.58
44 H 0.45 0.15 -4.72
45 H 4.43 -0.74 -4.93
46 H 4.70 -1.10 -3.21
47 H 4.42 0.57 -3.72
48 H 2.21 -2.66 -4.99
49 H 0.90 -2.50 -3.80
50 H 2.52 -3.02 -3.28



The following is a DFT calculation (ωB97M-V/def2-TZVPD) of a gas-phase ion, C4H5N2S (charge -1).

Computed properties:
Molecular weight in g mol⁻¹: 113.2
Relative energy (zero: lowest compared OMol25 entry of this formula, charge and spin) in kJ/mol: 350.4
Frontier orbital gap in eV: 6.0
Charge: -1
E_tot in eV: -18041.6070

Geometry (Å):
1 C -0.35 -1.35 0.88
2 C 1.10 -1.26 0.77
3 C -0.82 0.28 -0.72
4 C -1.10 1.74 -0.88
5 N -1.12 -0.52 0.18
6 N 1.72 -0.52 -0.09
7 S 3.48 -0.60 -0.10
8 H -1.03 -2.12 1.35
9 H 1.61 -1.96 1.39
10 H -1.97 2.26 -0.22
11 H -0.13 2.20 -0.69
12 H -1.40 1.83 -1.88



The following is a DFT calculation (ωB97M-V/def2-TZVPD) of C4H8N2S in the gas phase.

Computed properties:
Molecular weight in g mol⁻¹: 116.2
Relative energy (zero: lowest compared OMol25 entry of this formula, charge and spin) in kJ/mol: 74.9
Frontier orbital gap in eV: 9.1
Charge: 0
E_tot in eV: -18092.9660
Structure (SMILES): C=C(C)NC(N)=S

Geometry (Å):
1 C -0.80 -1.04 -1.03
2 C -0.18 0.29 -0.73
3 C 0.57 0.92 -1.65
4 C 0.03 0.40 1.70
5 H -0.43 -1.81 -0.31
6 H -0.54 -1.40 -2.04
7 H -1.89 -0.98 -0.94
8 H 1.04 1.86 -1.45
9 H 0.64 0.50 -2.62
10 H -1.34 1.40 0.69
11 H 1.35 -0.89 2.44
12 H 1.60 -0.44 0.72
13 N -0.53 0.83 0.52
14 N 1.03 -0.50 1.56
15 S -0.54 0.86 3.15



The following is a DFT calculation (ωB97M-V/def2-TZVPD) of a molecular structure, C3H5I2N2.

Computed properties:
Molecular weight in g mol⁻¹: 322.9
Relative energy (zero: lowest compared OMol25 entry of this formula, charge and spin) in kJ/mol: 148.4
Frontier orbital gap in eV: 7.5
Charge: +1
E_tot in eV: -22364.5810

Geometry (Å):
1 C -0.71 0.15 -0.54
2 C 1.28 0.04 0.83
3 C -1.36 -0.42 -1.68
4 N 0.25 -0.15 0.15
5 N 1.31 -0.29 2.08
6 I -1.69 2.55 -0.07
7 I 2.79 0.88 -0.30
8 H -0.57 -1.26 -2.01
9 H -2.34 -0.93 -1.27
10 H -1.63 0.43 -2.29
11 H 0.51 -0.70 2.47
12 H 2.16 -0.28 2.64